Entry 1:
Here is one molecule with the formula C4H6O2 from the Open Molecules 2025 dataset. Energies are from ωB97M-V with the def2-TZVPD basis set.

Element x y z (Å)
O: -0.7994 -1.3284 -0.7685
C: -1.0539 0.0246 -0.6407
C: 0.0245 0.9498 0.2562
O: -0.4209 1.2658 1.5526
C: 1.1933 0.1122 0.1966
C: 1.6885 -0.9740 -0.0498
H: 0.2062 -1.4584 -0.5835
H: -1.9539 0.2096 -0.0467
H: -1.0996 0.5210 -1.6244
H: 0.1222 1.9050 -0.2695
H: -0.3663 0.4705 2.1005
H: 2.4593 -1.6975 -0.1229

Force components x, y, z for each atom (eV/Å):
O 0.72 -0.05 0.37
C 0.45 1.14 0.59
C -0.70 -0.51 -0.86
O -0.01 -0.30 0.03
C 0.20 -0.72 -0.22
C 1.28 1.13 0.70
H -1.81 0.12 -0.44
H -0.15 -0.19 -0.33
H -0.09 -0.13 0.27
H 0.05 -0.27 0.09
H -0.04 0.12 -0.09
H 0.10 -0.35 -0.10

## Properties
**HOMO**: -10.03 eV
**SMILES**: C#C[C@H](O)CO
**E_LUMO**: 0.75 eV

Entry 2:
Here is a 2-piece molecular cluster, C4H6O2 overall from the Open Molecules 2025 dataset. Energies are from ωB97M-V with the def2-TZVPD basis set.

Element x y z (Å)
O: 2.3243 -0.5605 1.0525
C: 1.9963 0.0849 0.0995
O: 0.8393 -0.0535 -0.5897
C: -0.1397 -0.8524 -0.0198
C: -1.2655 -1.0729 -0.6874
C: -0.7775 1.6004 0.8931
H: 2.5870 0.8826 -0.3693
H: 0.1040 -1.2431 0.9620
H: -1.4276 -0.6666 -1.6813
H: -2.0384 -1.6939 -0.2481
H: -0.3168 2.1635 0.0474
H: -1.8369 1.5308 0.5639

Force components x, y, z for each atom (eV/Å):
O -0.15 0.31 -0.42
C 0.24 -0.23 0.35
O 0.10 -0.06 -0.04
C -0.20 0.00 0.07
C 0.07 0.06 0.04
C -0.23 0.00 -0.28
H 0.00 -0.11 0.04
H -0.04 0.04 -0.17
H 0.06 -0.05 0.14
H 0.13 0.15 -0.02
H -0.09 -0.16 0.14
H 0.11 0.04 0.15

## Properties
**HOMO (alpha / beta)**: -9.54 / -9.50 eV
**E_LUMO (alpha / beta)**: -0.84 / -0.83 eV

Entry 3:
Here is one molecule with the formula C4H6O2 from the Open Molecules 2025 dataset. Energies are from ωB97M-V with the def2-TZVPD basis set.

Element x y z (Å)
C: 1.5466 0.4611 -0.5893
O: 1.1161 0.9014 0.6759
C: 0.7991 -0.4278 0.3389
C: -0.6648 -0.6735 0.0906
C: -1.7087 0.2843 0.4957
O: -1.2433 0.2341 -0.8416
H: 1.0199 0.6715 -1.5032
H: 2.6408 0.3883 -0.6246
H: 1.5664 -1.1846 0.3203
H: -0.9674 -1.7128 -0.0447
H: -1.4399 1.1766 1.0574
H: -2.7389 -0.0575 0.6228

Force components x, y, z for each atom (eV/Å):
C -0.03 0.41 -0.59
O 0.14 0.10 0.34
C 0.29 -0.01 -1.47
C 0.26 -0.17 -0.11
C -0.07 0.00 0.26
O -0.18 0.00 -0.25
H -0.15 1.03 -0.01
H -0.43 -0.27 -0.27
H -0.37 -1.03 2.20
H 0.15 0.14 -0.02
H 0.09 -0.14 -0.13
H 0.29 -0.04 0.07

## Properties
**HOMO**: -9.92 eV
**SMILES**: C1O[C@H]1[C@H]1CO1
**E_LUMO**: 1.14 eV

Entry 4:
Here is one molecule with the formula C4H6O2 from the Open Molecules 2025 dataset. Energies are from ωB97M-V with the def2-TZVPD basis set.

Element x y z (Å)
C: 0.5524 -1.0991 -1.6993
C: -0.6036 0.0944 -0.4883
O: -0.3603 -1.1965 -0.5104
C: -0.8079 0.6524 0.8805
C: 0.5074 0.9777 1.5806
O: 0.9506 2.0930 1.6911
H: 1.3503 -0.3393 -1.5948
H: -0.0273 -0.8424 -2.5881
H: 0.9887 -2.0831 -1.7026
H: -1.3263 1.5952 0.7084
H: -1.3710 -0.0464 1.5042
H: 1.0389 0.1091 2.0195

Force components x, y, z for each atom (eV/Å):
C 0.22 -1.08 -0.29
C -0.60 1.00 0.54
O 1.41 1.64 -0.91
C -0.47 0.16 0.15
C 0.14 0.24 0.03
O -0.28 -0.61 -0.12
H -0.56 -0.53 0.30
H 0.03 -0.33 0.25
H 0.31 -0.48 -0.46
H -0.12 -0.04 0.39
H -0.06 -0.03 0.24
H -0.02 0.06 -0.12

## Properties
**HOMO**: -8.33 eV
**E_LUMO**: 0.21 eV

Entry 5:
Here is one molecule with the formula C4H6O2 from the Open Molecules 2025 dataset. Energies are from ωB97M-V with the def2-TZVPD basis set.

Element x y z (Å)
O: 0.6538 -1.4934 -0.7554
C: -0.0580 -0.3020 -0.9134
C: -1.2192 -0.0068 -0.0391
C: 0.0838 0.7644 0.1426
C: 0.8825 0.4863 1.3622
O: 1.5825 1.3142 1.8982
H: 0.7598 -1.8752 -1.6325
H: -0.0971 0.0727 -1.9335
H: -2.0769 0.5191 -0.4482
H: -1.4469 -0.7332 0.7376
H: 0.1438 1.7951 -0.1924
H: 0.7920 -0.5411 1.7739

Force components x, y, z for each atom (eV/Å):
O 0.03 -0.10 -0.14
C -0.15 0.30 -0.08
C -0.15 -0.09 0.01
C 0.15 0.21 0.06
C 0.12 0.17 0.06
O -0.26 -0.34 -0.18
H 0.03 -0.11 0.19
H 0.01 -0.05 0.13
H 0.16 -0.07 0.09
H 0.07 0.07 -0.15
H -0.05 -0.12 0.06
H 0.03 0.13 -0.05

## Properties
**HOMO**: -9.64 eV
**SMILES**: O=C[C@@H]1C[C@@H]1O
**E_LUMO**: 0.64 eV

Entry 6:
Here is a 2-piece molecular cluster, C4H6O2S overall from the Open Molecules 2025 dataset. Energies are from ωB97M-V with the def2-TZVPD basis set.

Element x y z (Å)
C: 0.3814 1.1087 -1.1837
C: 1.1520 0.3724 -0.0550
C: -0.1247 0.6011 0.1058
C: -1.1734 0.4034 1.1077
O: -0.8530 -2.2296 -0.0621
O: 1.5771 -2.5278 0.1043
S: 0.4704 -2.0071 -0.6598
H: 0.2332 0.4675 -2.1581
H: 0.3544 2.1999 -1.3348
H: 2.2323 0.4298 0.0876
H: -2.0718 0.7907 0.7546
H: -0.8642 0.9742 1.8735
H: -1.3137 -0.5833 1.4200

Force components x, y, z for each atom (eV/Å):
C -0.70 -1.49 -1.66
C 0.80 2.48 -1.37
C 0.85 -1.26 0.51
C 0.11 0.07 -2.64
O 1.58 0.24 -1.06
O -0.21 0.12 -0.44
S -1.26 -1.11 1.29
H -0.02 1.42 1.70
H 0.43 -0.52 0.04
H -0.72 -0.78 0.65
H -1.78 0.56 -0.56
H 0.85 1.93 3.24
H 0.07 -1.68 0.29

## Properties
**HOMO**: -9.69 eV
**E_LUMO**: -0.49 eV

Entry 7:
Here is one molecule with the formula C4H6O2S from the Open Molecules 2025 dataset. Energies are from ωB97M-V with the def2-TZVPD basis set.

Element x y z (Å)
C: -1.0361 -1.0502 -0.2080
C: -0.1444 0.1463 -0.1933
C: -0.5314 1.3641 -0.1409
C: 2.3778 0.2282 -0.0320
H: -2.3699 -0.4573 0.9871
H: -0.8818 -1.6224 -1.0669
H: -0.6823 -1.6934 0.6912
H: -1.6175 1.4583 0.1958
H: 0.1664 2.1075 -0.4708
H: 1.9454 1.0600 0.7012
O: -2.3243 -0.7193 0.0960
O: 1.2062 -0.3650 -0.5882
S: 3.8916 -0.4568 0.0289

Force components x, y, z for each atom (eV/Å):
C 2.06 -0.55 4.81
C 2.74 -3.49 -1.93
C -1.63 1.68 0.72
C -2.31 -0.61 2.10
H -0.15 0.38 1.68
H -0.27 -0.71 -1.57
H 0.02 0.41 -1.55
H 1.77 0.59 -0.91
H -0.22 0.85 0.40
H 1.61 -1.24 -1.68
O -1.95 -0.14 -2.27
O 0.73 1.61 0.84
S -2.41 1.23 -0.65

## Properties
**HOMO**: -9.17 eV
**SMILES**: C=C(CO)OC=S
**E_LUMO**: -0.21 eV

Entry 8:
Here is one molecule with the formula C4H6O2S from the Open Molecules 2025 dataset. Energies are from ωB97M-V with the def2-TZVPD basis set.

Element x y z (Å)
C: 0.7807 1.5158 -0.1901
C: -0.6092 1.1462 0.1282
C: -0.7879 -0.3598 0.4085
C: -0.0350 -1.1371 -0.6871
O: 1.4192 2.5004 -0.1213
O: 2.0097 -1.4332 0.8381
S: 1.7623 -0.8265 -0.4438
H: -1.0694 1.5526 1.0648
H: -1.1283 1.5169 -0.8302
H: -0.2858 -0.7765 1.4340
H: -1.8638 -0.7668 0.4780
H: -0.0019 -2.2487 -0.4995
H: -0.1906 -0.6834 -1.5796

Force components x, y, z for each atom (eV/Å):
C 1.94 -1.10 1.09
C -2.16 -0.46 0.36
C 0.43 -2.64 1.07
C 1.90 -1.45 3.68
O -0.55 -0.49 -0.33
O 0.92 -0.91 2.66
S -1.74 2.55 -2.29
H 0.73 0.91 -1.03
H 0.09 -0.71 1.45
H -1.10 1.64 -2.15
H 1.44 1.20 -0.27
H -0.85 1.06 -0.91
H -1.05 0.39 -3.34

## Properties
**HOMO (alpha / beta)**: -7.93 / -7.85 eV
**E_LUMO (alpha / beta)**: -0.10 / -0.22 eV

Entry 9:
Here is C4H6O2S as an isolated structure from the Open Molecules 2025 dataset. Energies are from ωB97M-V with the def2-TZVPD basis set.

Element x y z (Å)
C: 1.7431 0.1800 -1.2817
C: 1.6069 -0.4834 -0.1337
C: -1.0405 0.6661 0.7031
C: 0.5334 -0.4080 0.8132
O: -3.5196 1.0261 -0.1111
O: -2.6727 -1.2864 -0.1106
S: -2.3807 0.1513 0.0223
H: 2.6371 0.0421 -1.9005
H: 1.2049 1.1768 -1.4867
H: 2.1894 -1.3621 0.0676
H: -0.9534 1.6512 0.6257
H: 0.8143 -0.0342 1.7797
H: -0.1622 -1.3195 1.0129

Force components x, y, z for each atom (eV/Å):
C 0.55 2.28 0.36
C -0.59 -0.10 -2.30
C 3.05 -5.18 -0.97
C -6.58 0.61 2.15
O 0.81 0.23 -0.13
O 1.18 2.05 0.06
S -1.80 -2.58 0.50
H -0.51 -0.26 0.12
H 0.39 -1.97 0.27
H 0.68 -0.23 0.00
H 0.41 4.21 0.01
H 0.36 0.00 0.52
H 2.06 0.94 -0.60

## Properties
**HOMO**: -10.16 eV
**E_LUMO**: -0.18 eV

Entry 10:
Here is one molecule with the formula C4H6O2S4 from the Open Molecules 2025 dataset. Energies are from ωB97M-V with the def2-TZVPD basis set.

Element x y z (Å)
C: -0.5087 0.5342 0.4748
C: 1.2282 -0.8343 -0.4844
C: 0.8229 -0.1587 0.8221
C: -0.7879 -0.0465 -0.8737
O: -1.1560 1.2571 1.1795
O: 0.0214 -1.0924 -1.1387
S: 1.9395 1.0366 1.6146
S: 0.5327 -1.5341 1.9789
S: -2.4797 -0.6795 -1.0938
S: -0.4375 1.4657 -2.0529
H: 1.7834 -0.1304 -1.0850
H: 1.8311 -1.7459 -0.2129
H: 1.0546 2.0859 1.7333
H: -0.0702 -0.7491 3.0044
H: -2.0189 -1.4738 -1.9357
H: -1.7548 2.0651 -1.9305

Force components x, y, z for each atom (eV/Å):
C 0.47 -1.08 0.89
C 1.75 0.06 1.24
C 0.01 0.81 1.33
C -2.85 1.52 -1.50
O 0.13 -0.13 -0.63
O 0.54 -0.85 -0.15
S 0.01 0.68 -0.28
S -1.22 0.76 1.34
S -1.04 2.26 2.25
S -1.79 0.15 0.48
H 0.67 0.11 -0.20
H -0.77 0.67 -0.97
H 0.41 -0.80 -0.22
H 0.78 -0.98 -1.31
H 0.81 -2.11 -2.25
H 2.07 -1.07 -0.02

## Properties
**HOMO**: -9.13 eV
**SMILES**: O=C1C(S)(S)COC1(S)S
**E_LUMO**: -0.09 eV

In eV/Å, the max |F| values for the records above are, in order, 1.87, 0.54, 2.46, 2.34, 0.46, 3.87, 5.26, 4.39, 6.95, 3.56.
In kcal per mole, the energy relative to the best compared isomer or geometry (same formula, charge and spin) values for the records above are, in order, 81.81, 132.95, 88.05, 106.87, 40.34, 84.73, 67.05, 72.70, 110.90, 19.89.